Entry 1:
The following is a quantum chemistry calculation of C49H43F5GeO6PS2W as an isolated structure, from the Open Molecules 2025 dataset.

Element x y z (Å)
1 W 1.354 -1.440 -0.207
2 C 3.315 0.800 2.489
3 O 2.780 0.834 1.178
4 C 3.755 1.258 0.245
5 C 3.297 0.930 -1.149
6 O 3.131 -0.497 -1.232
7 C 3.171 -1.001 -2.586
8 C 3.604 -2.451 -2.515
9 O 3.002 -3.005 -1.355
10 C 3.215 -4.419 -1.267
11 H 3.598 1.804 2.822
12 H 2.553 0.398 3.153
13 H 4.190 0.142 2.531
14 H 3.921 2.343 0.312
15 H 4.708 0.742 0.439
16 H 2.353 1.418 -1.409
17 H 4.074 1.223 -1.861
18 H 2.170 -0.902 -3.022
19 H 3.892 -0.412 -3.162
20 H 3.265 -2.978 -3.419
21 H 4.696 -2.545 -2.432
22 H 2.862 -4.898 -2.183
23 H 4.280 -4.609 -1.120
24 H 2.649 -4.794 -0.416
25 O 3.413 -4.104 1.970
26 S 2.486 -3.039 1.814
27 O 1.243 -3.352 1.044
28 O 3.016 -1.805 1.132
29 C 1.987 -2.421 3.374
30 C 2.668 -2.855 4.498
31 C 2.348 -2.309 5.733
32 C 1.360 -1.345 5.814
33 C 0.690 -0.915 4.676
34 C 0.990 -1.442 3.422
35 P 0.043 -0.974 1.900
36 C -0.679 0.649 2.314
37 C -2.030 0.863 2.046
38 C -2.657 2.022 2.474
39 C -1.944 2.974 3.188
40 C -0.589 2.788 3.423
41 C 0.044 1.642 2.971
42 C -1.417 -2.068 2.101
43 C -1.896 -2.886 1.093
44 C -3.037 -3.653 1.294
45 C -3.703 -3.605 2.505
46 C -3.230 -2.785 3.521
47 C -2.097 -2.020 3.320
48 H 3.433 -3.609 4.393
49 H 2.865 -2.637 6.621
50 H 1.099 -0.919 6.772
51 H -0.077 -0.164 4.781
52 H -2.610 0.114 1.528
53 H -3.706 2.166 2.262
54 H -2.439 3.865 3.548
55 H -0.020 3.536 3.955
56 H 1.102 1.523 3.154
57 H -1.370 -2.945 0.150
58 H -3.396 -4.296 0.506
59 H -4.584 -4.208 2.664
60 H -3.745 -2.739 4.470
61 H -1.758 -1.376 4.117
62 F -5.031 -2.449 -4.212
63 C -3.816 -2.554 -3.673
64 C -2.846 -1.600 -3.942
65 F -3.120 -0.571 -4.742
66 C -1.592 -1.722 -3.363
67 F -0.677 -0.785 -3.657
68 C -1.262 -2.751 -2.499
69 S 0.338 -3.015 -1.798
70 C -2.250 -3.711 -2.271
71 F -2.002 -4.761 -1.480
72 C -3.511 -3.621 -2.838
73 F -4.435 -4.550 -2.580
74 C 0.383 -0.063 -0.872
75 Ge -0.449 1.631 -1.449
76 C -2.342 1.539 -1.015
77 C -3.104 2.702 -0.929
78 C -4.468 2.638 -0.685
79 C -5.090 1.409 -0.530
80 C -4.342 0.243 -0.599
81 C -2.977 0.314 -0.835
82 C 0.367 3.162 -0.533
83 C 1.430 3.850 -1.119
84 C 2.008 4.940 -0.489
85 C 1.519 5.371 0.737
86 C 0.444 4.717 1.315
87 C -0.124 3.621 0.683
88 C -0.157 2.117 -3.329
89 C 0.612 1.424 -4.256
90 C 0.807 1.916 -5.539
91 C 0.227 3.115 -5.916
92 C -0.545 3.818 -5.006
93 C -0.729 3.325 -3.725
94 H -2.633 3.671 -1.037
95 H -5.046 3.549 -0.617
96 H -6.155 1.359 -0.354
97 H -4.821 -0.718 -0.468
98 H -2.395 -0.600 -0.842
99 H 1.789 3.562 -2.100
100 H 2.824 5.468 -0.962
101 H 1.963 6.224 1.228
102 H 0.043 5.066 2.255
103 H -0.974 3.126 1.134
104 H 1.049 0.476 -3.992
105 H 1.405 1.357 -6.246
106 H 0.372 3.498 -6.916
107 H -1.003 4.754 -5.293
108 H -1.324 3.898 -3.027

**HOMO**: -10.94 eV
**HOMO-LUMO gap**: 7.608 eV
**Net charge**: +1
**Relative energy (zero: lowest compared OMol25 entry of this formula, charge and spin)**: 1.1860 eV

Entry 2:
The following is a quantum chemistry calculation of C49H43N4O2PSSeTeTi as an isolated structure, from the Open Molecules 2025 dataset.

Element x y z (Å)
1 Ti 1.160 0.050 -1.194
2 O 3.597 -0.730 -3.264
3 N 3.022 0.460 -2.599
4 C 3.750 1.433 -2.874
5 C 3.619 2.892 -2.456
6 C 4.663 3.681 -2.981
7 C 4.743 5.061 -2.781
8 C 3.812 5.656 -1.986
9 C 2.667 4.959 -1.541
10 C 2.603 3.536 -1.698
11 P 1.088 2.612 -1.262
12 C -0.032 3.133 -2.526
13 C -1.243 3.805 -2.317
14 C -2.161 4.033 -3.345
15 C -1.925 3.434 -4.598
16 C -0.744 2.721 -4.756
17 C 0.211 2.586 -3.756
18 C 0.600 3.349 0.365
19 C -0.648 2.943 0.768
20 C -1.105 3.232 2.057
21 C -0.289 3.956 2.950
22 C 0.918 4.405 2.453
23 C 1.377 4.106 1.211
24 H 2.790 -1.271 -3.496
25 H 4.607 1.213 -3.486
26 H 5.537 3.311 -3.548
27 H 5.583 5.625 -3.243
28 H 3.884 6.721 -1.695
29 H 1.914 5.548 -0.931
30 H -1.451 4.110 -1.297
31 H -3.054 4.550 -3.079
32 H -2.590 3.495 -5.442
33 H -0.654 2.182 -5.684
34 H 1.053 1.990 -3.995
35 H -1.310 2.426 0.165
36 H -2.122 2.891 2.335
37 H -0.583 4.232 3.983
38 H 1.500 5.011 3.111
39 H 2.440 4.297 0.968
40 S 2.654 0.040 0.797
41 C 0.923 0.004 0.733
42 C -1.511 -1.482 7.909
43 C -1.335 -1.146 6.424
44 C -0.042 -0.860 5.935
45 C 0.190 -0.604 4.619
46 C 1.614 -0.210 4.202
47 C -0.902 -0.667 3.712
48 Te -0.862 -0.218 1.713
49 N -0.906 0.404 -0.999
50 C -0.967 0.105 -2.258
51 O 0.167 0.088 -2.973
52 C -2.221 -0.093 -3.069
53 C -3.400 0.437 -2.608
54 C -4.566 0.106 -3.262
55 C -4.600 -0.735 -4.403
56 C -3.370 -1.182 -4.898
57 C -2.214 -0.858 -4.223
58 C -1.334 -2.144 0.989
59 C -2.510 -2.156 0.225
60 C -3.292 -3.263 0.045
61 C -2.729 -4.455 0.479
62 C -1.480 -4.501 1.093
63 C -0.774 -3.347 1.390
64 C 0.556 -3.418 2.150
65 C -2.192 -0.913 4.171
66 C -3.424 -1.029 3.315
67 C -2.398 -1.138 5.565
68 H -0.763 -2.251 8.202
69 H -2.508 -1.946 8.039
70 H -1.425 -0.515 8.466
71 H 0.793 -0.846 6.668
72 H 1.703 0.088 3.165
73 H 2.324 -1.024 4.438
74 H 1.960 0.631 4.865
75 H -3.423 1.042 -1.718
76 H -5.570 0.448 -2.883
77 H -5.520 -1.036 -4.886
78 H -3.344 -1.832 -5.777
79 H -1.229 -1.345 -4.488
80 H -2.829 -1.245 -0.224
81 H -4.252 -3.154 -0.501
82 H -3.229 -5.436 0.276
83 H -1.076 -5.464 1.291
84 H 1.207 -4.192 1.807
85 H 0.208 -3.543 3.193
86 H 1.104 -2.461 2.106
87 H -3.421 -0.380 2.469
88 H -4.289 -0.715 3.865
89 H -3.511 -2.071 2.924
90 H -3.397 -1.321 5.975
91 Se -0.134 -2.946 -2.133
92 N 1.425 -2.240 -1.584
93 C 2.133 -3.215 -1.076
94 C 3.540 -3.139 -0.716
95 C 4.219 -4.335 -0.612
96 C 3.589 -5.626 -0.506
97 C 2.246 -5.725 -0.733
98 C 1.559 -4.507 -1.148
99 N 0.363 -4.595 -1.669
100 H 4.017 -2.188 -0.760
101 H 5.272 -4.194 -0.496
102 H 4.281 -6.496 -0.361
103 H 1.672 -6.639 -0.790

**Multiplicity**: 2
**HOMO (spin up / spin down)**: -9.38 / -10.62 eV
**HOMO-LUMO gap (spin up / spin down)**: 6.070 / 7.147 eV
**Net charge**: +1
**Relative energy (zero: lowest compared OMol25 entry of this formula, charge and spin)**: 0.0000 eV

Entry 3:
The following is a quantum chemistry calculation of C49H45GaN2O2P2S as an isolated structure, from the Open Molecules 2025 dataset.

Element x y z (Å)
1 Ga -0.478 0.767 -1.152
2 C 1.135 -4.185 0.501
3 C -0.196 -4.892 0.172
4 C 0.173 -5.958 -0.897
5 C -0.713 -5.500 1.464
6 C -1.250 -3.984 -0.465
7 C -2.430 -4.563 -0.947
8 C -3.459 -3.854 -1.510
9 C -3.292 -2.473 -1.518
10 S -4.392 -1.287 -2.063
11 C -3.282 -0.016 -1.688
12 N -2.083 -0.481 -1.309
13 C -2.093 -1.865 -1.132
14 C -1.087 -2.637 -0.591
15 C -3.798 1.363 -1.749
16 C -5.185 1.489 -1.701
17 C -5.824 2.681 -1.452
18 C -5.148 3.867 -1.287
19 C -3.785 3.826 -1.404
20 C -3.095 2.616 -1.591
21 H 1.772 -4.889 0.986
22 H 1.009 -3.350 1.201
23 H 1.567 -3.801 -0.442
24 H 1.138 -6.429 -0.558
25 H 0.437 -5.453 -1.856
26 H -0.535 -6.740 -1.091
27 H 0.068 -6.217 1.805
28 H -1.677 -5.992 1.392
29 H -0.772 -4.752 2.239
30 H -2.477 -5.657 -0.978
31 H -4.296 -4.396 -1.906
32 H -0.142 -2.175 -0.216
33 H -5.833 0.601 -1.781
34 H -6.886 2.739 -1.492
35 H -5.668 4.781 -1.093
36 H -3.226 4.757 -1.336
37 C 2.193 1.354 0.590
38 N 1.820 0.177 1.362
39 C 0.706 0.499 2.216
40 P -0.672 1.303 1.301
41 C -0.717 3.109 1.661
42 C -0.976 3.527 2.951
43 C -1.051 4.903 3.215
44 C -0.825 5.845 2.216
45 C -0.465 5.428 0.957
46 C -0.387 4.044 0.679
47 C -2.248 0.566 1.863
48 C -3.390 1.347 1.878
49 C -4.628 0.727 2.157
50 C -4.672 -0.658 2.371
51 C -3.528 -1.455 2.244
52 C -2.313 -0.841 2.037
53 C 2.892 -0.629 1.909
54 C 2.627 -1.522 2.952
55 C 3.611 -2.320 3.495
56 C 4.908 -2.267 2.998
57 C 5.174 -1.330 2.020
58 C 4.205 -0.509 1.433
59 P 1.880 0.937 -1.212
60 C 3.072 -0.263 -1.691
61 C 2.892 -1.552 -1.240
62 C 3.906 -2.500 -1.402
63 C 5.108 -2.102 -1.957
64 C 5.272 -0.792 -2.497
65 C 4.247 0.141 -2.341
66 C 2.153 2.354 -2.232
67 C 2.376 3.591 -1.592
68 C 2.439 4.721 -2.421
69 C 2.264 4.641 -3.768
70 C 1.942 3.428 -4.382
71 C 1.919 2.284 -3.586
72 H 3.235 1.590 0.673
73 H 1.629 2.230 0.896
74 H 0.975 1.056 3.107
75 H 0.319 -0.444 2.623
76 H -1.193 2.780 3.734
77 H -1.229 5.131 4.231
78 H -1.089 6.886 2.400
79 H -0.326 6.149 0.141
80 H -0.204 3.704 -0.313
81 H -3.356 2.433 1.708
82 H -5.548 1.365 2.185
83 H -5.679 -1.116 2.401
84 H -3.650 -2.521 2.391
85 H -1.381 -1.374 2.031
86 H 1.649 -1.652 3.356
87 H 3.341 -3.003 4.257
88 H 5.700 -2.863 3.468
89 H 6.203 -1.280 1.563
90 H 4.507 0.049 0.554
91 H 1.899 -1.775 -0.859
92 H 3.742 -3.496 -0.978
93 H 5.902 -2.833 -1.944
94 H 6.149 -0.549 -3.137
95 H 4.401 1.138 -2.752
96 H 2.452 3.588 -0.542
97 H 2.611 5.696 -1.935
98 H 2.320 5.555 -4.381
99 H 1.704 3.353 -5.458
100 H 1.787 1.352 -4.104
101 O -1.741 2.786 -1.565
102 O -1.057 1.936 -2.487

**HOMO**: -13.10 eV
**HOMO-LUMO gap**: 7.526 eV
**Net charge**: +2

Entry 4:
The following is a quantum chemistry calculation of C49H46N2NiO2SSeSi as an isolated structure, from the Open Molecules 2025 dataset.

Element x y z (Å)
1 Ni -0.309 0.746 -0.016
2 O -0.410 1.590 1.811
3 C 0.614 1.749 2.698
4 C 2.022 1.689 2.006
5 C 2.277 0.308 1.484
6 C 3.300 -0.471 1.995
7 C 3.524 -1.743 1.482
8 C 2.667 -2.205 0.496
9 C 1.630 -1.402 0.058
10 C 0.631 -1.908 -0.929
11 C -0.768 -2.098 -0.260
12 O -1.249 -0.918 0.237
13 C -1.698 -2.656 -1.367
14 C -1.397 -3.803 -2.095
15 C -2.241 -4.239 -3.102
16 C -3.399 -3.536 -3.397
17 C -3.714 -2.404 -2.664
18 C -2.871 -1.971 -1.654
19 C -0.779 -3.167 0.845
20 C 0.042 -4.288 0.862
21 C -0.081 -5.247 1.857
22 C -1.042 -5.113 2.846
23 C -1.864 -3.995 2.843
24 C -1.729 -3.033 1.856
25 N 1.451 -0.148 0.522
26 C 0.359 3.108 3.369
27 C -0.638 3.193 4.342
28 C -1.051 4.414 4.843
29 C -0.476 5.592 4.386
30 C 0.524 5.521 3.431
31 C 0.935 4.295 2.928
32 C 0.688 0.640 3.761
33 C 1.433 0.810 4.924
34 C 1.598 -0.239 5.814
35 C 1.026 -1.474 5.547
36 C 0.274 -1.646 4.394
37 C 0.099 -0.592 3.511
38 H 2.803 1.971 2.715
39 H 2.023 2.396 1.177
40 H 3.913 -0.089 2.800
41 H 4.326 -2.367 1.855
42 H 2.805 -3.184 0.057
43 H 0.987 -2.830 -1.384
44 H 0.452 -1.186 -1.730
45 H -0.497 -4.369 -1.894
46 H -1.987 -5.123 -3.675
47 H -4.049 -3.870 -4.196
48 H -4.608 -1.837 -2.891
49 H -3.086 -1.080 -1.081
50 H 0.798 -4.431 0.103
51 H 0.575 -6.110 1.856
52 H -1.145 -5.870 3.614
53 H -2.614 -3.874 3.615
54 H -2.344 -2.144 1.848
55 H -1.099 2.285 4.709
56 H -1.834 4.452 5.593
57 H -0.807 6.551 4.770
58 H 0.981 6.429 3.058
59 H 1.713 4.274 2.179
60 H 1.889 1.771 5.132
61 H 2.176 -0.095 6.720
62 H 1.175 -2.302 6.230
63 H -0.176 -2.605 4.176
64 H -0.485 -0.700 2.604
65 C 2.335 -1.594 -6.796
66 Si 0.867 -1.928 -5.622
67 C 1.483 -3.013 -4.184
68 C -0.284 -3.002 -6.704
69 Se -0.102 -0.100 -4.893
70 H 2.712 -2.516 -7.245
71 H 3.161 -1.096 -6.290
72 H 1.996 -0.936 -7.596
73 H 1.977 -3.928 -4.516
74 H 0.635 -3.284 -3.554
75 H 2.185 -2.449 -3.569
76 H 0.223 -3.872 -7.129
77 H -0.656 -2.389 -7.524
78 H -1.147 -3.348 -6.137
79 S 2.920 2.422 -2.089
80 C 1.508 1.472 -1.622
81 N 0.557 2.190 -1.003
82 C 0.892 3.486 -0.846
83 C 0.113 4.489 -0.246
84 C 0.613 5.774 -0.179
85 C 1.870 6.099 -0.681
86 C 2.660 5.117 -1.284
87 C 2.168 3.833 -1.370
88 H 1.307 0.607 -2.234
89 H -0.853 4.219 0.158
90 H 0.020 6.554 0.284
91 H 2.249 7.111 -0.606
92 H 3.635 5.355 -1.690
93 C -4.280 2.610 -1.534
94 C -3.937 2.732 -0.195
95 C -2.776 2.143 0.290
96 C -1.938 1.461 -0.580
97 C -2.282 1.323 -1.917
98 C -3.458 1.891 -2.390
99 H -5.180 3.084 -1.909
100 H -4.570 3.296 0.483
101 H -2.512 2.234 1.335
102 H -1.657 0.769 -2.610
103 H -3.715 1.767 -3.434

**Multiplicity**: 3
**HOMO (spin up / spin down)**: -0.46 / -1.72 eV
**HOMO-LUMO gap (spin up / spin down)**: 4.468 / 5.720 eV
**Net charge**: -2
**Relative energy (zero: lowest compared OMol25 entry of this formula, charge and spin)**: 1.8653 eV